Record 1
Below is a molecular structure, C6H14NO, with properties calculated with ωB97M-V with the def2-TZVPD basis set.

Gap between HOMO and LUMO in eV: 4.855
Energy relative to the best compared isomer or geometry (same formula, charge and spin) in kJ/mol: 651.9

```
! RIJCOSX wB97M-V def2-TZVPD def2/J DEFGRID3
* xyz -1 1
O 2.94917 -2.42522 -1.07001
N -1.34762 1.42788 1.25956
C -2.57121 1.91068 1.13690
C -0.09793 -0.27029 -0.51700
C 0.76779 -1.50356 -0.61411
C 0.79251 -0.67513 0.64357
C 2.06859 -1.48436 -1.45749
C -2.86289 3.17837 0.21578
H -1.48272 2.42081 1.65910
H 2.28703 -3.43924 2.14163
H -1.15715 -0.35032 -0.33671
H 1.82656 -1.51423 -2.57662
H 0.53624 -2.56706 -0.47026
H -3.48159 1.59044 1.68169
H -3.51207 3.86085 0.84958
H -1.88653 3.61734 0.06447
H 0.13939 -0.68572 1.50804
H 2.42019 -0.43018 -1.34053
H -3.31998 2.86135 -0.70242
H 0.19425 0.50725 -1.21036
H 2.55372 -2.89384 1.70540
H 1.72109 -0.13096 0.70917
*
```

These are the Löwdin partial charges, in e, on atoms 1 to 4: atom 1 (O): -0.3784, atom 2 (N): 0.0670, atom 3 (C): -0.2823, atom 4 (C): -0.2045

Record 2
Below is a molecular structure, C36H50N5O5PS3SiSr, with properties calculated with ωB97M-V with the def2-TZVPD basis set.

Gap between HOMO and LUMO in eV: 6.421
Energy relative to the best compared isomer or geometry (same formula, charge and spin) in kJ/mol: 167.4

```
! RIJCOSX wB97M-V def2-TZVPD def2/J DEFGRID3
* xyz -2 1
Sr 1.59969 -0.21947 -0.18413
S 3.60328 2.04486 -0.64759
S 5.13939 5.14017 -0.39765
S 0.83483 -1.20511 -5.93608
P 3.58524 4.01669 -0.83173
Si -2.25683 -1.07960 1.18746
O 2.25985 4.52008 0.00317
O 3.23139 4.47470 -2.36078
O 2.18657 -1.16087 1.63923
O 2.82315 -2.39826 3.36484
O 3.77096 -2.05573 -2.00525
N 1.17629 -2.70169 -0.80221
N 1.81687 -2.62484 -3.75146
N 0.72353 -0.63580 -3.35537
N -0.99610 -3.59412 1.40385
N 4.39536 -1.99251 0.12243
C -1.24510 -0.49552 -0.25061
C 2.11468 5.90158 0.28560
C -1.36989 -5.90117 2.33215
C -0.56030 1.43686 -3.40658
C -6.01517 0.77014 1.69793
C 0.68585 6.31155 -0.04820
C -2.44467 -0.61773 4.04890
C -0.33201 -3.24530 2.66308
C 2.62101 2.76711 -3.96479
C -2.08869 -0.03630 5.25309
C -0.96719 -5.01960 1.13983
C -2.31754 -3.00430 1.33254
C 4.30379 -2.32566 1.50837
C 0.43791 -4.41051 3.27132
C -0.39432 1.21860 4.13074
C -4.14049 -0.63770 1.07548
C -1.21812 2.36895 -4.18528
C -0.63890 1.17629 -6.19276
C -6.85992 0.04947 0.87115
C -0.52356 -5.55890 3.57104
C 3.57955 -2.42902 -0.73674
C -6.34501 -0.99844 0.12797
C 2.14643 3.91712 -3.08856
C -1.05354 0.88193 5.29951
C 0.06398 0.34564 -4.00564
C -5.00524 -1.32801 0.22828
C 1.54502 5.03704 -3.93234
C -1.78944 -0.29641 2.86440
C 1.19838 -1.56526 -4.13099
C -1.26369 2.24644 -5.56812
C -4.67681 0.43288 1.78785
C 0.00269 0.23374 -5.41809
C 2.41852 -3.38679 -0.48877
C 2.45796 6.14803 1.75004
C -0.76892 0.64296 2.92994
C 2.97709 -1.91908 2.24299
H 0.54215 7.36632 0.17571
H -0.65722 1.07735 -7.27003
H 0.34299 -2.40872 2.47490
H 3.50212 5.89280 1.91686
H 0.04789 -5.29295 0.82934
H -1.63217 -5.22858 0.29641
H 3.06324 1.98971 -3.34624
H 2.11884 -3.22963 -4.50350
H -2.94951 -3.31897 2.18398
H 1.83382 5.52442 2.38571
H -2.42908 -5.73947 2.54263
H 2.30939 5.43899 -4.59288
H 2.30330 7.19383 2.00615
H -1.31582 -1.19612 -1.08210
H 1.77111 2.35504 -4.50183
H -1.08012 -2.92204 3.40301
H 3.36817 3.11800 -4.67398
H 2.81828 6.47375 -0.33830
H -7.90999 0.30297 0.80435
H -0.24936 0.92068 2.01968
H 4.44825 -3.40033 1.69097
H 1.02104 -2.69256 -1.80990
H 1.18350 5.84344 -3.29865
H 0.03113 -6.43944 3.90399
H 2.56083 -4.30564 -1.08938
H -1.69594 3.21640 -3.71076
H -1.18070 -5.25094 4.38890
H -1.79108 2.98323 -6.16304
H -6.40522 1.59802 2.27557
H -0.01416 5.71688 0.53390
H -1.63677 0.45863 -0.60018
H 2.42094 -3.66314 0.56667
H 5.11648 -1.80030 2.01839
H -0.52496 1.52587 -2.33169
H -3.25649 -1.33505 4.03094
H -2.80635 -3.38785 0.43435
H 0.72184 4.64744 -4.52472
H -0.76088 1.32592 6.24284
H 3.00877 -2.32494 -2.60036
H -6.99318 -1.56008 -0.53268
H -4.61724 -2.14487 -0.36380
H 0.41845 1.93088 4.15392
H -1.24898 -6.95105 2.05054
H 0.92313 -4.06072 4.18154
H 1.39665 3.54072 -2.37907
H 0.37926 -3.13175 -0.33718
H 0.48914 6.13696 -1.10332
H -4.02808 1.00491 2.43686
H 1.23124 -4.73887 2.60045
H -2.61651 -0.29827 6.16160
*
```

These are the Löwdin partial charges, in e, on atoms 1 to 4: atom 1 (Sr): 1.2573, atom 2 (S): 0.2008, atom 3 (S): 0.1752, atom 4 (S): 0.9500

Record 3
Below is a molecular structure, C7H10F5NOPbTe, with properties calculated with ωB97M-V with the def2-TZVPD basis set.

Gap between HOMO and LUMO (alpha / beta) in eV: 3.839 / 3.981

```
! RIJCOSX wB97M-V def2-TZVPD def2/J DEFGRID3
* xyz 0 1
Pb 0.40578 0.72143 0.38529
Te 0.37710 -0.60544 3.58926
F 2.25841 -0.24698 3.67676
F 0.57000 -2.38653 4.18772
F -1.52360 -0.77625 3.60869
F 0.30829 0.03708 5.38141
F 0.07285 1.25909 3.01291
O 0.55817 -1.07407 1.80663
N 1.13343 -2.91514 -0.79629
C -2.29020 -1.34882 -1.23694
C 1.48888 2.94891 0.43260
C -1.16323 -1.55072 -2.09030
C -2.71440 0.00978 -1.38373
C 2.19637 1.74109 0.70200
C -0.86621 -0.31340 -2.73857
C -1.83376 0.64950 -2.31267
H 2.85368 1.30242 -0.07726
H 1.38749 3.33393 -0.58410
H 2.58178 1.60523 1.71949
H -2.75703 -2.10442 -0.60743
H 1.16505 3.58832 1.25040
H -3.57704 0.46616 -0.89844
H -0.63395 -2.49043 -2.23485
H -0.06385 -0.14705 -3.45795
H -1.90979 1.67944 -2.66198
H 1.77180 -2.96206 0.02983
*
```

These are the Löwdin partial charges, in e, on atoms 1 to 4: atom 1 (Pb): 1.4036, atom 2 (Te): 1.8532, atom 3 (F): -0.3900, atom 4 (F): -0.3617

Record 4
Below is a molecular structure, C37H24AuCl5GeN2, with properties calculated with ωB97M-V with the def2-TZVPD basis set.

Gap between HOMO and LUMO (alpha / beta) in eV: 7.198 / 6.787
Energy relative to the best compared isomer or geometry (same formula, charge and spin) in kJ/mol: 212.0

```
! RIJCOSX wB97M-V def2-TZVPD def2/J DEFGRID3
* xyz -1 2
Au 0.32983 -1.15812 -0.11798
Ge 0.61584 1.27002 -0.36482
Cl 6.32252 -1.51230 2.44693
Cl 3.69392 -1.55789 4.13912
Cl 6.18077 -1.25802 -0.64331
Cl 3.40320 -1.07585 -2.08469
Cl 0.86687 -1.35794 2.63682
N -7.11456 -1.05530 -0.39730
N 0.14721 -3.18451 -0.34220
C -0.80496 -5.35144 -0.47805
C -2.47328 -0.60870 0.82208
C -1.93794 2.45107 0.44220
C 2.42626 1.92438 0.07430
C 5.05319 2.69284 0.70116
C -1.14545 3.38294 2.92424
C -4.52329 -0.98887 -0.37246
C -0.60849 2.27138 0.83218
C 3.61935 -1.47940 2.42221
C 4.54542 2.90806 -0.57227
C -1.73961 -6.28453 -0.08595
C 3.48471 -1.26372 -0.36968
C -1.58564 -3.84828 1.26843
C -0.38912 3.84033 -3.57361
C -0.23012 2.75240 2.08753
C 4.72145 -1.33548 0.27186
C 2.30868 -1.32988 0.35783
C 2.96057 1.70037 1.34780
C -2.86127 3.06312 1.27901
C -5.96344 -1.02848 -0.39192
C -2.51952 -4.78996 1.64192
C 0.14057 1.95905 -2.14029
C -1.71147 -0.96083 -0.29512
C 0.00369 3.33454 -2.34143
C 2.41984 -1.41696 1.72596
C -2.46718 3.52899 2.52615
C -0.51749 1.60448 -4.44469
C -3.78737 -1.31374 -1.50984
C -2.62555 -6.00228 0.95721
C -0.71902 -4.06534 0.14939
C 4.25566 2.08850 1.66467
C -3.85726 -0.62689 0.79755
C -2.40215 -1.29288 -1.46326
C 4.78866 -1.45003 1.66273
C 3.24262 2.53141 -0.87845
C -0.65347 2.97367 -4.62737
C -0.12247 1.10431 -3.20895
H -3.39201 -6.71781 1.22827
H -3.89189 3.17004 0.96071
H 0.19881 4.01494 -1.51831
H -4.30276 -1.58698 -2.42188
H -0.49535 4.91016 -3.71082
H -3.18669 4.00156 3.18473
H -2.25609 2.11037 -0.53775
H -0.12412 -5.53175 -1.30080
H 2.86131 2.69171 -1.88140
H -3.18021 -4.58855 2.47779
H 6.07100 2.97821 0.93841
H 4.64431 1.90764 2.66092
H -1.78093 -7.24550 -0.58661
H 2.37044 1.17927 2.09450
H 5.16936 3.36116 -1.33402
H 0.79431 2.64509 2.41964
H -0.82327 3.75985 3.88798
H -1.48406 -2.92219 1.81619
H -4.42682 -0.36160 1.67985
H -0.96817 3.36591 -5.58701
H -0.72321 0.92470 -5.26316
H -1.85266 -1.56222 -2.35761
H -0.01637 0.03342 -3.06863
H -1.97567 -0.32169 1.74335
*
```

These are the Löwdin partial charges, in e, on atoms 1 to 4: atom 1 (Au): 0.9131, atom 2 (Ge): 0.9227, atom 3 (Cl): 0.6547, atom 4 (Cl): 0.6687

Record 5
Below is a molecular structure, H22NeO11, with properties calculated with ωB97M-V with the def2-TZVPD basis set.

Gap between HOMO and LUMO in eV: 9.774
Energy relative to the best compared isomer or geometry (same formula, charge and spin) in kJ/mol: 75.6

```
! RIJCOSX wB97M-V def2-TZVPD def2/J DEFGRID3
* xyz 0 1
Ne 0.10979 11.98138 -4.41257
O -2.79183 14.63567 -4.68917
O -1.14571 14.90801 -2.50937
O 1.29010 14.56926 -4.27758
O -0.50671 14.12879 -6.28147
O -1.22693 9.11037 -4.13938
O 1.27400 10.17651 -6.58144
O -2.70686 11.53137 -3.82387
O 2.76499 13.39529 -1.53826
O 2.72915 12.61104 -5.58571
O 0.70570 9.62536 -2.05139
O 0.35679 12.27683 -0.72086
H 3.42281 12.47767 -4.93974
H 1.62192 15.39667 -4.62618
H -1.82928 14.82833 -3.17467
H -1.70646 8.31716 -3.90045
H -2.86541 11.66654 -4.75812
H -3.22013 15.29887 -5.23044
H -0.79958 8.89214 -4.96763
H 0.22291 14.32009 -5.69216
H -0.21470 14.44640 -7.13591
H -2.42882 10.61786 -3.75735
H 1.41493 10.99566 -6.10669
H 0.21411 9.37146 -1.27030
H -0.17013 12.82906 -1.29846
H 2.49258 13.67920 -2.41085
H 1.80434 13.89703 -4.72468
H 3.15634 13.07843 -6.30355
H 0.05973 9.60836 -2.75756
H -0.32707 14.90955 -3.00541
H 0.51048 11.47870 -1.22644
H 1.98279 12.99161 -1.16217
H -2.00608 14.39583 -5.18038
H 1.40024 10.40769 -7.50168
*
```

These are the Löwdin partial charges, in e, on atoms 1 to 4: atom 1 (Ne): 0.0655, atom 2 (O): -0.0442, atom 3 (O): -0.0515, atom 4 (O): -0.0450

Record 6
Below is 2 unconnected molecules or ions with the total composition C4H8IP, with properties calculated with ωB97M-V with the def2-TZVPD basis set.

Gap between HOMO and LUMO in eV: 8.897
SMILES: C=CC.C=PI
Energy relative to the best compared isomer or geometry (same formula, charge and spin) in kJ/mol: 128.1

```
! RIJCOSX wB97M-V def2-TZVPD def2/J DEFGRID3
* xyz 0 1
I 3.48187 0.29435 -0.47706
P 1.51609 -1.02143 -0.21727
C -1.91019 0.47580 0.53540
C 2.03799 -2.56341 0.27782
C -0.71412 1.77229 -1.05157
C -0.76823 1.25081 0.09773
H -2.45310 0.88437 1.44483
H 2.99538 -2.89244 0.66547
H 0.15000 2.48019 -1.41851
H 1.19272 -3.23672 0.54107
H -2.68805 0.26612 -0.27717
H -1.49891 1.60701 -1.74422
H 0.03863 1.28953 0.70537
H -1.38008 -0.60649 0.91810
*
```

These are the Löwdin partial charges, in e, on atoms 1 to 4: atom 1 (I): 0.2928, atom 2 (P): 0.3375, atom 3 (C): -0.1404, atom 4 (C): -0.4677

Record 7
Below is a molecular structure, BeCl5, with properties calculated with ωB97M-V with the def2-TZVPD basis set.

Gap between HOMO and LUMO (alpha / beta) in eV: 3.536 / 6.291
Energy relative to the best compared isomer or geometry (same formula, charge and spin) in kJ/mol: 3.9

```
! RIJCOSX wB97M-V def2-TZVPD def2/J DEFGRID3
* xyz -4 2
Cl -0.74678 -2.61631 0.88330
Cl 1.31579 1.00158 1.93305
Cl 0.17496 2.50901 -1.83526
Cl -2.84585 0.61323 0.71586
Cl 2.26849 -1.45465 -1.28259
Be -0.16662 -0.05284 -0.41434
*
```

These are the Löwdin partial charges, in e, on atoms 1 to 4: atom 1 (Cl): -0.8040, atom 2 (Cl): -0.7940, atom 3 (Cl): -0.8252, atom 4 (Cl): -0.8275

Record 8
Below is C14H20N6 in the gas phase, with properties calculated with ωB97M-V with the def2-TZVPD basis set.

Gap between HOMO and LUMO in eV: 8.323
SMILES: C=C(C)c1nn(C[C@@H]2CCCN2)c2nc(NC)ncc12
Energy relative to the best compared isomer or geometry (same formula, charge and spin) in kJ/mol: 0.0

```
! RIJCOSX wB97M-V def2-TZVPD def2/J DEFGRID3
* xyz 0 1
N -2.59713 -2.17692 0.80581
N 1.05538 -0.61598 -1.29978
N -1.97634 0.05907 0.50410
N 0.13663 0.28235 -0.76531
N -3.77900 -0.40202 1.67547
N 2.14629 2.05986 0.47811
C 0.62958 -1.81426 -1.00388
C 0.71820 3.91136 0.31392
C -2.77051 -0.89569 0.93774
C 2.95724 3.09888 -0.17606
C -0.89252 -0.40830 -0.14009
C 1.38214 -3.04871 -1.34940
C 2.58334 -2.93787 -2.05342
C 0.97154 -4.43109 -0.92080
C 0.74502 2.37029 0.33888
C -1.51235 -2.61067 0.17564
C -4.80877 -1.17711 2.40582
C 0.18741 1.73500 -0.94180
C -0.59275 -1.70617 -0.30763
C 2.18717 4.35125 0.20468
H -1.34508 -3.66817 0.04027
H 2.34374 1.06922 0.15321
H 3.16262 -3.83818 -2.24571
H 2.47246 4.68650 1.22783
H 2.91886 -1.95415 -2.41823
H -0.79287 2.15655 -1.20829
H 0.81758 1.96524 -1.76097
H -5.27035 -1.91405 1.75241
H 0.16478 4.30536 -0.55644
H -0.03106 -4.68249 -1.29299
H 2.92907 3.00020 -1.24921
H -5.57550 -0.48829 2.76313
H 1.64817 -5.18087 -1.38148
H 0.19829 2.02058 1.23539
H -3.74207 0.59112 1.77644
H 0.26031 4.30960 1.23252
H 2.41105 5.17397 -0.49666
H 0.97656 -4.54647 0.16929
H 3.99507 3.08538 0.14766
H -4.31221 -1.73434 3.22984
*
```

These are the Löwdin partial charges, in e, on atoms 1 to 4: atom 1 (N): 0.1487, atom 2 (N): 0.1635, atom 3 (N): 0.2042, atom 4 (N): -0.0446

no.,E_tot (hartree),largest force on an atom (eV Å⁻¹)
1,-366.7534,3.08
2,-3908.2368,2.85
3,-1362.5652,8.12
4,-6047.4608,1.66
5,-969.7842,1.13
6,-796.1648,6.22
7,-2315.3943,0.92
8,-873.9824,3.82